Record 1
Formula: C18H12ClN3NiO4
Source: the OMol25 dataset
Level of theory: wB97M-V/def2-TZVPD

- Kohn-Sham gap (eV) = 7.11
- ΔE to the lowest compared entry with this formula, charge and spin (kcal/mol) = 1.0
- DFT total energy (a.u.) = -3126.67809

Each line ends with the Löwdin charge.
Geometry (Å):
Ni 0.61 -0.47 -0.16  0.604
C -1.13 -1.94 -3.69  -0.025
C -0.35 -1.17 -2.81  -0.059
N -0.33 -1.42 -1.52  0.050
C -1.08 -2.44 -1.01  -0.128
C -1.89 -3.25 -1.82  -0.152
C -1.89 -2.97 -3.20  0.008
C -2.65 -4.28 -1.21  -0.047
C -2.58 -4.43 0.14  -0.074
C -1.76 -3.62 0.96  -0.003
C -0.99 -2.62 0.41  -0.182
N -0.14 -1.71 0.98  0.009
C 0.26 -1.61 2.30  -0.184
C 0.00 -2.42 3.38  -0.004
C 0.51 -2.10 4.66  -0.074
C 1.29 -1.00 4.88  -0.047
C 1.61 -0.15 3.79  -0.153
C 2.41 1.00 3.88  0.009
C 2.67 1.75 2.77  -0.019
C 2.14 1.35 1.53  -0.055
N 1.39 0.27 1.41  0.055
C 1.10 -0.48 2.52  -0.128
H -1.12 -1.70 -4.75  0.112
H 0.25 -0.35 -3.16  0.109
H -2.50 -3.57 -3.86  0.122
H -3.28 -4.91 -1.82  0.110
H -3.17 -5.20 0.62  0.107
H -1.79 -3.79 2.02  0.080
H -0.59 -3.31 3.29  0.080
H 0.28 -2.76 5.48  0.107
H 1.67 -0.76 5.86  0.111
H 2.81 1.29 4.85  0.123
H 3.28 2.64 2.81  0.114
H 2.34 1.92 0.64  0.080
O 3.51 1.52 -1.76  -0.300
Cl 2.14 1.85 -1.94  0.700
O 1.75 2.96 -1.12  -0.323
O 1.81 2.07 -3.31  -0.294
O 1.33 0.67 -1.52  -0.441

=====

Record 2
Formula: C18H12N2ORuS2
Source: the OMol25 dataset
Level of theory: wB97M-V/def2-TZVPD

- spin multiplicity = 2
- Kohn-Sham gap (spin up / spin down) (eV) = 7.31 / 7.13
- charge = +1
- DFT total energy (a.u.) = -1768.90476

Each line ends with the Löwdin charge.
Geometry (Å):
Ru 0.06 0.12 0.07  1.048
S 4.24 -0.13 1.61  1.190
C 4.39 -0.07 -0.12  -0.439
C 5.55 -0.06 -0.89  -0.065
C 5.41 0.00 -2.26  -0.061
C 4.14 0.03 -2.85  -0.057
C 2.99 0.01 -2.09  -0.024
C 3.13 -0.03 -0.71  -0.284
N 2.09 -0.07 0.24  -0.094
C 2.55 -0.10 1.46  -0.536
C 1.55 -0.06 2.54  -0.243
C 1.83 -0.11 3.89  -0.025
C 0.77 -0.03 4.79  -0.053
C -0.53 0.07 4.32  -0.059
C -0.80 0.12 2.96  -0.076
C 0.25 0.06 2.05  -0.193
H 6.53 -0.08 -0.43  0.118
H 6.29 0.01 -2.88  0.115
H 4.06 0.07 -3.93  0.114
H 2.02 0.03 -2.55  0.103
H 2.85 -0.20 4.24  0.115
H 0.97 -0.06 5.85  0.115
H -1.34 0.13 5.03  0.114
H -1.83 0.19 2.61  0.098
O -1.90 0.16 -0.11  -0.285
N -2.47 1.27 -0.64  -0.178
C -3.81 1.23 -0.83  0.007
C -4.46 2.32 -1.33  -0.021
C -3.71 3.47 -1.63  -0.028
C -2.35 3.47 -1.42  -0.060
C -1.72 2.33 -0.92  -0.613
S 0.00 2.24 -0.68  0.742
H -4.27 0.29 -0.56  0.148
H -5.52 2.27 -1.49  0.122
H -4.20 4.35 -2.01  0.124
H -1.75 4.34 -1.64  0.120

=====

Record 3
Formula: C18H12N5O11SW
Source: the OMol25 dataset
Level of theory: wB97M-V/def2-TZVPD

- Kohn-Sham gap (eV) = 6.79
- charge = +1
- ΔE to the lowest compared entry with this formula, charge and spin (kcal/mol) = 3.9
- DFT total energy (a.u.) = -2259.44640

Each line ends with the Löwdin charge.
Geometry (Å):
W 0.14 0.38 -0.61  1.717
C -3.53 1.59 -0.04  0.046
C -2.60 1.22 1.05  -0.261
N -1.33 0.83 0.93  0.013
C -0.83 0.62 2.19  -0.114
C -1.81 0.86 3.11  -0.030
N -2.90 1.23 2.37  0.223
C -1.91 0.79 4.59  -0.456
O -0.83 0.43 5.26  0.180
O -2.96 1.05 5.10  0.162
C 0.58 0.24 2.28  -0.448
O 1.20 0.00 3.27  0.189
O 1.10 0.23 1.02  -0.200
H -3.50 0.85 -0.83  0.067
H -3.22 2.55 -0.46  0.110
H -4.55 1.68 0.34  0.102
H -3.78 1.47 2.79  0.194
H -0.05 0.26 4.69  0.096
S -0.32 -1.89 -0.62  0.817
C 0.44 -2.60 0.81  -0.619
C 1.82 -2.68 0.95  -0.107
C 2.36 -3.26 2.09  -0.049
C 1.52 -3.73 3.09  -0.050
C 0.14 -3.66 2.94  -0.058
C -0.41 -3.11 1.79  -0.112
H 2.47 -2.31 0.17  0.115
H 3.43 -3.32 2.20  0.119
H 1.94 -4.17 3.98  0.117
H -0.51 -4.05 3.71  0.116
H -1.48 -3.07 1.66  0.109
O 0.14 4.33 -6.54  0.112
N -0.79 3.55 -6.51  -0.346
O -1.62 3.40 -7.37  0.117
C -0.91 2.71 -5.30  -0.091
C -1.95 1.80 -5.23  0.114
C -2.08 1.02 -4.10  -0.032
C -1.16 1.12 -3.05  -0.203
O -1.20 0.28 -2.00  -0.292
C -0.13 2.06 -3.17  -0.149
C 0.01 2.86 -4.29  0.114
N 0.79 2.24 -2.08  -0.066
O 1.41 0.88 -1.88  -0.233
O -0.02 2.29 -0.91  -0.240
N -3.21 0.08 -4.03  -0.329
O -3.72 -0.08 -2.94  0.095
O -3.55 -0.44 -5.06  0.142
H -2.65 1.69 -6.05  0.148
H 0.81 3.58 -4.36  0.149

=====

Record 4
Formula: C18H13AsF10NO5V
Source: the OMol25 dataset
Level of theory: wB97M-V/def2-TZVPD

- spin multiplicity = 3
- Kohn-Sham gap (spin up / spin down) (eV) = 8.10 / 8.32
- ΔE to the lowest compared entry with this formula, charge and spin (kcal/mol) = 1.5
- DFT total energy (a.u.) = -5303.16015

Each line ends with the Löwdin charge.
Geometry (Å):
V 1.43 -0.04 -0.69  1.037
O -0.91 2.67 2.89  0.115
C 0.22 2.33 2.23  -0.461
O 0.80 3.05 1.48  0.158
C 0.67 0.95 2.59  -0.159
C 0.41 0.42 3.85  0.008
C 0.94 -0.82 4.19  -0.029
C 1.70 -1.50 3.26  0.021
C 1.90 -0.89 2.02  -0.181
N 1.39 0.29 1.68  0.153
C 2.72 -1.59 0.95  -0.582
O 2.94 -2.78 1.08  0.093
O 3.09 -0.81 -0.02  -0.100
H -1.12 3.59 2.63  0.138
H -0.17 1.00 4.55  0.122
H 0.76 -1.24 5.17  0.116
H 2.13 -2.47 3.44  0.126
F 2.24 0.28 -3.50  0.030
C 1.65 -0.70 -2.73  -0.384
F 2.47 -1.80 -2.83  0.033
C 0.39 -1.09 -3.52  -0.582
F -0.57 -0.16 -3.40  0.137
F 0.61 -1.29 -4.82  0.161
F -0.13 -2.25 -3.04  0.098
F 2.73 2.51 -1.75  0.084
C 1.41 2.79 -1.67  -0.238
C 0.57 1.82 -1.16  -0.083
C -0.76 2.16 -1.07  -0.236
F -1.67 1.30 -0.53  0.035
C -1.25 3.39 -1.47  -0.147
F -2.55 3.69 -1.36  0.104
C -0.37 4.32 -1.99  -0.134
F -0.83 5.52 -2.38  0.122
C 0.98 4.03 -2.09  -0.138
F 1.81 4.95 -2.58  0.121
C -0.93 -3.85 -0.04  -0.164
As -1.46 -2.02 -0.07  1.065
C -2.80 -1.69 -1.39  -0.169
C -2.12 -1.47 1.64  -0.165
O -0.11 -1.12 -0.40  -0.527
H -1.78 -4.50 0.18  0.048
H -0.15 -3.96 0.71  0.049
H -0.52 -4.08 -1.02  0.049
H -3.77 -2.03 -1.02  0.049
H -2.53 -2.22 -2.30  0.042
H -2.80 -0.62 -1.57  0.040
H -2.97 -2.09 1.95  0.048
H -2.42 -0.43 1.56  0.047
H -1.31 -1.57 2.36  0.029